Density functional theory data (ωB97M-V with the def2-TZVPD basis set) for an isolated molecule of C18H22N4O4.

The HOMO energy is -8.5 eV. The energy above the lowest of the compared OMol25 structures with the same formula, charge and spin comes out at 170.4 kJ/mol. The calculation puts the strongest force on any atom at 1.02 eV/Å. The total charge is 0.

Each line ends with the natural charge from an NBO analysis.
CARTESIAN COORDINATES (ANGSTROEM)
C (-2.997, -3.624, 2.794)  -0.611
C (-3.046, -4.254, 1.407)  -0.387
C (-3.933, -3.483, 0.431)  -0.399
C (-3.445, -2.053, 0.190)  -0.517
C (-4.037, -1.076, 1.180)  0.685
O (-5.029, -1.263, 1.845)  -0.600
N (-3.379, 0.123, 1.275)  -0.444
N (-2.307, 0.453, 0.528)  -0.325
C (-1.777, 1.616, 0.652)  0.092
C (-0.643, 2.014, -0.132)  -0.399
C (-0.065, 1.171, -1.062)  0.645
O (-0.515, -0.054, -1.280)  -0.666
N (0.996, 1.555, -1.816)  -0.448
C (1.666, 0.590, -2.674)  -0.218
C (2.555, -0.345, -1.838)  -0.451
C (3.475, 0.474, -0.975)  0.068
C (3.092, 0.837, 0.310)  -0.265
C (3.891, 1.669, 1.075)  -0.196
C (5.084, 2.146, 0.562)  -0.219
C (5.477, 1.783, -0.715)  -0.194
C (4.676, 0.954, -1.479)  -0.230
C (1.568, 2.821, -1.696)  0.811
O (2.491, 3.180, -2.383)  -0.602
N (0.982, 3.626, -0.760)  -0.638
C (-0.094, 3.339, 0.078)  0.683
O (-0.485, 4.159, 0.877)  -0.607
H (-2.452, -4.266, 3.483)  0.210
H (-4.003, -3.475, 3.177)  0.218
H (-2.499, -2.657, 2.768)  0.193
H (-3.435, -5.271, 1.493)  0.204
H (-2.033, -4.323, 1.001)  0.188
H (-3.959, -4.021, -0.519)  0.206
H (-4.950, -3.437, 0.824)  0.228
H (-2.357, -2.006, 0.236)  0.219
H (-3.752, -1.712, -0.803)  0.241
H (-3.763, 0.813, 1.923)  0.385
H (-2.156, 2.362, 1.350)  0.206
H (-1.308, -0.188, -0.688)  0.526
H (2.278, 1.169, -3.368)  0.248
H (0.911, 0.021, -3.218)  0.224
H (3.125, -0.974, -2.522)  0.224
H (1.923, -0.984, -1.220)  0.219
H (2.162, 0.464, 0.719)  0.208
H (3.577, 1.947, 2.070)  0.214
H (5.705, 2.800, 1.155)  0.215
H (6.407, 2.153, -1.120)  0.214
H (4.980, 0.683, -2.480)  0.209
H (1.397, 4.546, -0.654)  0.434



Density functional theory data (ωB97M-V with the def2-TZVPD basis set) for a 6-piece molecular cluster, C6H24N12O6 overall.

The HOMO energy is -8.8 eV. The energy above the lowest of the compared OMol25 structures with the same formula, charge and spin comes out at 171.4 kJ/mol. The calculation puts the strongest force on any atom at 2.82 eV/Å. The total charge is 0.

Each line ends with the natural charge from an NBO analysis.
CARTESIAN COORDINATES (ANGSTROEM)
N (1.633, -6.143, 0.274)  -0.829
C (1.697, -4.796, 0.122)  0.778
N (2.912, -4.289, 0.541)  -0.881
O (0.810, -4.092, -0.349)  -0.668
H (2.448, -6.540, 0.695)  0.391
H (0.840, -6.694, 0.005)  0.414
H (3.761, -4.759, 0.290)  0.388
H (3.012, -3.328, 0.812)  0.409
N (-2.057, 2.021, -3.574)  -0.871
C (-2.326, 1.635, -4.856)  0.762
N (-2.027, 2.521, -5.833)  -0.851
O (-2.928, 0.585, -5.090)  -0.671
H (-1.966, 3.001, -3.379)  0.371
H (-2.130, 1.357, -2.804)  0.448
H (-2.282, 2.196, -6.748)  0.409
H (-1.367, 3.252, -5.649)  0.385
N (-3.226, -0.590, 1.713)  -0.857
C (-3.773, -1.747, 1.246)  0.766
N (-2.897, -2.516, 0.600)  -0.834
O (-4.965, -2.058, 1.365)  -0.670
H (-3.666, -0.061, 2.436)  0.406
H (-2.279, -0.467, 1.392)  0.388
H (-1.971, -2.204, 0.366)  0.382
H (-3.113, -3.451, 0.315)  0.409
N (-0.936, 2.673, 3.206)  -0.849
C (0.131, 3.407, 2.786)  0.765
N (1.370, 2.897, 3.078)  -0.860
O (-0.042, 4.458, 2.182)  -0.656
H (-1.882, 2.970, 3.063)  0.413
H (-0.857, 1.739, 3.570)  0.384
H (2.091, 3.581, 3.198)  0.412
H (1.325, 1.967, 3.451)  0.391
N (-0.490, 0.740, 0.419)  -0.878
C (-0.805, -0.051, -0.647)  0.767
N (0.006, -1.137, -0.800)  -0.831
O (-1.666, 0.273, -1.463)  -0.682
H (-0.936, 1.643, 0.407)  0.411
H (0.504, 0.665, 0.609)  0.408
H (-0.322, -1.787, -1.496)  0.418
H (0.502, -1.526, -0.016)  0.408
N (2.840, 2.359, -0.243)  -0.836
C (3.284, 1.362, 0.549)  0.776
N (4.240, 1.718, 1.452)  -0.852
O (2.878, 0.203, 0.394)  -0.699
H (2.365, 2.057, -1.075)  0.419
H (3.097, 3.315, -0.092)  0.395
H (4.393, 2.671, 1.717)  0.391
H (4.774, 0.972, 1.857)  0.411



Density functional theory data (ωB97M-V with the def2-TZVPD basis set) for C26H20Cl2IN2O4PPd as an isolated structure.

The HOMO energy (alpha / beta) is -8.3 / -8.8 eV. The energy above the lowest of the compared OMol25 structures with the same formula, charge and spin comes out at 55.3 kJ/mol. Its expectation value of S² is 2.01. The calculation puts the strongest force on any atom at 0.59 eV/Å. The spin multiplicity is 3. The total charge is 0.

Each line ends with the Löwdin spin population.
CARTESIAN COORDINATES (ANGSTROEM)
Pd (-1.104, -0.724, -0.754)  1.350
N (1.531, -1.745, 0.624)  0.017
P (0.426, -0.502, 1.029)  0.134
C (0.214, -0.760, 2.803)  0.031
C (1.325, -0.650, 3.645)  0.007
C (1.187, -0.880, 5.005)  0.002
C (-0.062, -1.200, 5.529)  0.000
C (-1.167, -1.295, 4.697)  0.000
C (-1.034, -1.082, 3.330)  0.002
C (1.377, 1.031, 0.919)  0.013
C (1.020, 2.125, 1.707)  0.010
C (1.653, 3.347, 1.524)  -0.001
C (2.636, 3.480, 0.551)  0.011
C (2.985, 2.395, -0.241)  -0.001
C (2.353, 1.173, -0.064)  0.010
C (1.452, -2.442, -0.571)  0.010
C (2.162, -3.622, -0.786)  0.002
C (2.052, -4.227, -2.019)  0.003
C (1.257, -3.662, -3.010)  0.003
C (0.574, -2.509, -2.705)  0.011
N (0.676, -1.907, -1.512)  0.078
H (2.037, -2.189, 1.374)  0.002
H (2.292, -0.361, 3.243)  0.000
H (2.048, -0.797, 5.657)  0.000
H (-0.170, -1.374, 6.593)  0.000
H (-2.137, -1.544, 5.107)  0.000
H (-1.883, -1.191, 2.670)  0.001
H (0.253, 2.023, 2.467)  0.000
H (1.377, 4.195, 2.139)  0.000
H (3.128, 4.434, 0.408)  0.001
H (3.747, 2.502, -1.004)  0.000
H (2.611, 0.330, -0.694)  0.001
H (2.779, -4.043, -0.001)  0.000
H (2.585, -5.151, -2.209)  0.000
H (1.148, -4.123, -3.982)  0.000
H (-0.090, -2.033, -3.412)  0.002
Cl (-1.931, -6.023, -0.898)  0.002
C (-1.827, -4.765, 0.336)  0.002
Cl (-3.065, -5.007, 1.593)  0.001
C (-1.892, -3.335, -0.235)  0.007
O (-2.005, -3.145, -1.438)  0.007
O (-1.741, -2.420, 0.649)  0.092
H (-0.869, -4.883, 0.826)  0.000
I (-2.602, 7.298, -4.353)  0.000
C (-2.279, 5.412, -3.518)  0.000
C (-3.182, 4.916, -2.590)  0.000
C (-2.958, 3.662, -2.037)  0.002
C (-1.849, 2.916, -2.411)  0.004
C (-0.955, 3.426, -3.345)  0.002
C (-1.164, 4.680, -3.903)  0.000
C (-1.623, 1.572, -1.795)  0.014
O (-0.648, 0.853, -2.189)  0.102
O (-2.394, 1.168, -0.889)  0.065
H (-4.046, 5.497, -2.301)  0.000
H (-3.642, 3.249, -1.306)  0.000
H (-0.096, 2.829, -3.625)  0.001
H (-0.469, 5.081, -4.628)  0.000



Density functional theory data (ωB97M-V with the def2-TZVPD basis set) for a 9-piece molecular cluster, C5H28O9 overall.

The HOMO energy is -10.0 eV. The energy above the lowest of the compared OMol25 structures with the same formula, charge and spin comes out at 251.5 kJ/mol. The calculation puts the strongest force on any atom at 2.57 eV/Å. The total charge is 0.

Each line ends with the natural charge from an NBO analysis.
CARTESIAN COORDINATES (ANGSTROEM)
C (-1.440, -5.478, 0.200)  -0.629
C (-0.047, -5.533, -0.287)  -0.066
O (0.097, -5.354, -1.698)  -0.709
H (-2.179, -6.146, -0.242)  0.212
H (-1.714, -4.452, -0.048)  0.193
H (-1.485, -5.679, 1.270)  0.214
H (0.324, -6.536, -0.073)  0.169
H (0.538, -4.830, 0.306)  0.158
H (-0.187, -4.453, -1.866)  0.457
C (2.634, -0.023, -3.905)  -0.628
C (2.474, 0.984, -2.778)  -0.074
O (2.946, 0.239, -1.692)  -0.720
H (3.536, -0.634, -3.905)  0.208
H (2.677, 0.453, -4.885)  0.197
H (1.757, -0.668, -3.961)  0.206
H (1.400, 1.049, -2.603)  0.179
H (2.936, 1.946, -2.999)  0.168
H (3.906, 0.268, -1.692)  0.463
C (3.186, 3.856, 2.607)  -0.243
O (3.204, 3.182, 3.862)  -0.759
H (2.601, 4.743, 2.851)  0.172
H (4.163, 3.997, 2.145)  0.187
H (2.562, 3.327, 1.886)  0.159
H (2.375, 2.913, 4.265)  0.483
O (-4.903, 3.015, -2.486)  -0.932
H (-4.332, 2.499, -1.918)  0.469
H (-5.401, 2.365, -2.982)  0.463
O (-0.968, 2.825, 4.120)  -0.944
H (-0.903, 2.191, 4.834)  0.470
H (-1.297, 2.317, 3.378)  0.474
O (-2.751, -1.303, -2.640)  -0.944
H (-3.685, -1.239, -2.837)  0.472
H (-2.319, -1.196, -3.488)  0.473
O (1.987, -0.925, 2.624)  -0.942
H (2.617, -0.831, 1.909)  0.473
H (2.492, -1.310, 3.340)  0.470
O (-4.378, 4.730, 2.454)  -0.936
H (-3.953, 3.876, 2.369)  0.467
H (-3.702, 5.299, 2.823)  0.469
O (-1.842, 0.412, 0.755)  -0.952
H (-0.902, 0.331, 0.918)  0.474
H (-2.022, -0.226, 0.065)  0.478



Density functional theory data (ωB97M-V with the def2-TZVPD basis set) for C7H7IrO6S as an isolated structure.

The HOMO energy (alpha / beta) is -13.1 / -19.8 eV. The energy above the lowest of the compared OMol25 structures with the same formula, charge and spin comes out at 156.8 kJ/mol. Its expectation value of S² is 6.02. The calculation puts the strongest force on any atom at 4.61 eV/Å. The spin multiplicity is 5. The total charge is +2.

Each line ends with the Löwdin spin population.
CARTESIAN COORDINATES (ANGSTROEM)
O (-0.168, 3.379, -1.155)  0.085
C (-0.139, 2.217, -1.216)  0.134
Ir (-0.121, 0.240, -1.432)  0.513
C (-0.151, -1.765, -1.332)  0.120
O (-0.145, -2.922, -1.295)  0.066
C (-0.132, 0.137, -3.389)  0.561
O (-0.226, -0.797, -4.133)  0.858
C (1.880, 0.244, -1.403)  0.090
O (3.027, 0.230, -1.500)  0.051
C (-2.132, 0.213, -1.354)  0.140
O (-3.270, 0.188, -1.477)  0.050
H (-0.050, 1.214, -3.717)  0.128
C (-0.015, 0.741, 3.258)  0.087
S (-0.151, 0.278, 1.523)  0.356
C (0.721, -1.283, 1.633)  0.062
O (-1.623, -0.035, 1.256)  0.668
H (1.019, 0.811, 3.575)  0.001
H (-0.536, -0.049, 3.798)  0.012
H (-0.519, 1.713, 3.380)  0.000
H (1.219, -1.301, 2.607)  0.008
H (0.036, -2.130, 1.524)  0.004
H (1.476, -1.324, 0.850)  0.007



Density functional theory data (ωB97M-V with the def2-TZVPD basis set) for C17H28AuOP2 as an isolated structure.

The HOMO energy (alpha / beta) is -8.4 / -11.2 eV. Its expectation value of S² is 2.01. The calculation puts the strongest force on any atom at 2.91 eV/Å. The spin multiplicity is 3. The total charge is +1.

Each line ends with the Löwdin spin population.
CARTESIAN COORDINATES (ANGSTROEM)
Au (-0.511, 1.469, -0.434)  0.393
H (1.763, 2.192, 2.893)  0.002
H (1.423, 1.511, 2.929)  0.003
P (-1.639, 2.978, 1.141)  0.135
P (0.697, 0.904, -2.352)  0.105
C (0.126, -0.665, -3.098)  0.026
H (0.586, -0.857, -4.084)  0.007
H (0.390, -1.487, -2.420)  0.000
H (-0.970, -0.635, -3.199)  0.002
C (0.685, 2.116, -3.713)  0.026
H (1.129, 3.056, -3.361)  0.007
H (1.243, 1.773, -4.598)  0.003
H (-0.353, 2.318, -4.010)  0.001
C (2.445, 0.593, -1.954)  0.000
H (2.527, -0.211, -1.211)  0.000
H (3.021, 0.310, -2.847)  0.000
H (2.880, 1.501, -1.519)  0.002
C (-2.378, 4.514, 0.495)  0.022
H (-2.853, 5.083, 1.306)  0.002
H (-1.589, 5.128, 0.046)  0.009
H (-3.124, 4.278, -0.272)  0.000
C (-3.054, 2.170, 1.952)  0.032
H (-2.681, 1.321, 2.533)  0.000
H (-3.578, 2.874, 2.613)  0.008
H (-3.744, 1.792, 1.192)  0.000
C (-0.785, 3.633, 2.620)  0.005
H (0.135, 4.133, 2.302)  0.002
H (-1.402, 4.362, 3.170)  0.002
H (-0.532, 2.811, 3.296)  0.000
C (-0.534, -0.484, 0.651)  0.351
O (-1.428, -0.565, 1.471)  0.427
H (-0.317, 3.057, -0.982)  0.289
C (-0.356, -5.660, -0.103)  0.001
C (-1.186, -4.668, -0.650)  0.000
C (-0.974, -3.317, -0.354)  0.002
C (0.157, -2.896, 0.355)  0.014
C (0.548, -1.512, 0.563)  0.106
C (1.797, -1.203, 1.100)  0.006
C (2.654, -2.223, 1.573)  0.003
C (2.248, -3.545, 1.494)  -0.004
C (1.030, -3.915, 0.867)  0.006
C (0.728, -5.281, 0.670)  0.001
H (-0.541, -6.709, -0.316)  0.000
H (-1.989, -4.956, -1.326)  0.000
H (-1.680, -2.556, -0.679)  0.001
H (2.076, -0.165, 1.258)  0.004
H (3.613, -1.987, 2.052)  0.000
H (2.879, -4.354, 1.883)  0.000
H (1.419, -6.030, 1.058)  0.000